(i)
Density functional theory data (ωB97M-V with the def2-TZVPD basis set) for 6 unconnected molecules or ions with the total composition C12H24Cl12.

Each line ends with the Mulliken charge.
Cartesian coordinates (Å):
Cl 24.483 17.765 21.183  -0.212
C 26.161 17.241 20.848  -0.265
C 27.062 18.290 21.288  -0.411
Cl 28.681 17.684 21.074  -0.153
H 26.264 17.070 19.786  0.367
H 26.318 16.339 21.410  0.089
H 26.951 18.497 22.344  0.239
H 26.950 19.183 20.702  0.361
Cl 27.738 14.018 23.206  -0.151
C 28.587 14.748 24.517  0.044
C 29.513 15.856 24.111  -0.228
Cl 30.712 15.337 22.961  -0.111
H 29.183 13.977 25.009  0.320
H 27.883 15.114 25.257  -0.169
H 30.068 16.162 25.001  0.313
H 29.031 16.752 23.742  -0.043
Cl 34.923 13.104 19.932  -0.196
C 33.602 14.275 20.317  -0.376
C 32.256 13.652 20.180  -0.182
Cl 31.871 13.234 18.484  -0.189
H 33.730 15.171 19.726  0.384
H 33.748 14.544 21.369  0.240
H 31.466 14.335 20.474  -0.043
H 32.193 12.755 20.784  0.365
Cl 25.698 13.865 26.455  -0.226
C 24.131 14.396 25.683  -0.492
C 24.091 15.885 25.621  -0.043
Cl 22.401 16.401 25.416  -0.201
H 23.357 14.022 26.331  0.404
H 24.102 13.947 24.707  0.319
H 24.616 16.262 24.748  0.188
H 24.491 16.336 26.513  0.030
Cl 27.986 18.572 25.892  -0.191
C 27.241 17.952 27.348  0.076
C 27.187 18.978 28.359  -0.467
Cl 25.899 20.122 27.938  -0.182
H 27.802 17.079 27.665  0.330
H 26.246 17.613 27.067  -0.211
H 28.101 19.548 28.378  0.351
H 26.904 18.564 29.309  0.322
Cl 26.952 9.199 21.828  -0.212
C 27.456 10.899 21.499  -0.271
C 28.737 10.981 20.658  -0.158
Cl 28.522 10.612 18.910  -0.190
H 27.617 11.349 22.478  0.067
H 26.604 11.378 21.037  0.346
H 29.474 10.279 21.050  0.347
H 29.164 11.978 20.749  0.071

Properties
frontier orbital gap: 10.8 eV
total charge: 0
SMILES: ClCCCl.ClCCCl.ClCCCl.ClCCCl.ClCCCl.ClCCCl
E_LUMO: 0.15 eV

(ii)
Density functional theory data (ωB97M-V with the def2-TZVPD basis set) for 6 unconnected molecules or ions with the total composition C12H24Cl12.

Each line ends with the Mulliken charge.
Cartesian coordinates (Å):
Cl -1.298 -4.738 5.401  -0.191
C -2.191 -3.130 5.316  -0.493
C -3.262 -3.035 4.169  -0.367
Cl -2.446 -3.090 2.607  -0.169
H -1.416 -2.388 5.124  0.305
H -2.517 -2.866 6.322  0.338
H -3.758 -2.067 4.238  0.288
H -3.920 -3.904 4.151  0.289
Cl 1.736 5.921 -1.392  -0.188
C 2.334 7.598 -1.173  -0.489
C 3.020 8.155 -2.469  -0.377
Cl 3.400 9.880 -2.241  -0.193
H 2.916 7.785 -0.271  0.357
H 1.419 8.155 -0.972  0.292
H 2.277 8.077 -3.262  0.281
H 3.948 7.672 -2.774  0.318
Cl -1.158 -7.874 0.210  -0.196
C -2.647 -7.764 -0.658  -0.353
C -2.945 -9.145 -1.278  -0.441
Cl -4.583 -9.277 -1.951  -0.205
H -2.473 -6.934 -1.343  0.284
H -3.403 -7.482 0.074  0.285
H -2.869 -9.946 -0.542  0.303
H -2.270 -9.428 -2.085  0.323
Cl -2.623 3.496 -6.515  -0.189
C -1.222 2.516 -6.948  -0.433
C 0.088 3.214 -6.684  -0.380
Cl 1.406 2.163 -7.276  -0.196
H -1.150 2.091 -7.949  0.338
H -1.312 1.667 -6.270  0.260
H 0.208 3.375 -5.613  0.290
H 0.237 4.128 -7.259  0.310
Cl 1.851 -0.228 -0.103  -0.171
C 0.861 -0.369 -1.594  -0.454
C 0.889 -1.798 -2.224  -0.404
Cl 2.552 -1.997 -2.901  -0.193
H 0.965 0.442 -2.315  0.361
H -0.128 -0.273 -1.145  0.260
H 0.124 -1.969 -2.982  0.309
H 0.770 -2.586 -1.480  0.291
Cl 2.618 0.020 7.404  -0.153
C 2.761 1.741 7.379  -0.388
C 2.022 2.426 6.191  -0.460
Cl 0.305 2.163 6.230  -0.182
H 3.822 1.947 7.239  0.258
H 2.511 2.198 8.337  0.320
H 2.297 1.981 5.235  0.278
H 2.260 3.479 6.040  0.327

Properties
frontier orbital gap: 10.9 eV
total charge: 0
SMILES: ClCCCl.ClCCCl.ClCCCl.ClCCCl.ClCCCl.ClCCCl
E_LUMO: 0.23 eV

The winner here is (i), beating the second structure by 0.0409 hartree.

(i)
Density functional theory data (ωB97M-V with the def2-TZVPD basis set) for 2 unconnected molecules or ions with the total composition C6H13NS.

Each line ends with the Mulliken charge.
Cartesian coordinates (Å):
C 2.066 -1.360 -0.559  -1.200
C 1.478 -0.073 -0.817  0.271
C -0.088 -0.265 -1.245  -1.163
C -0.496 0.356 0.031  1.349
C -0.817 -0.484 1.304  -1.234
C -1.504 1.526 -0.080  -1.257
H 1.961 -2.036 -1.403  0.351
H 1.529 -1.616 0.451  0.201
H 3.085 -1.127 -0.317  0.336
H 2.105 0.625 -1.521  0.353
H -0.233 -1.261 -1.295  0.358
H -0.272 0.219 -2.219  0.363
H 0.200 -1.138 1.487  0.178
H -1.777 -1.029 1.358  0.333
H -0.856 0.240 2.114  0.394
H -1.499 2.144 0.643  0.570
H -1.036 1.845 -1.061  0.347
H -3.382 1.668 1.588  0.130
H 1.587 0.160 1.315  0.369
N 1.105 0.596 0.442  -0.853
S -3.156 1.010 -0.215  -0.195

Properties
frontier orbital gap: 7.4 eV
total charge: 0
E_LUMO: -0.90 eV

(ii)
Density functional theory data (ωB97M-V with the def2-TZVPD basis set) for 2 unconnected molecules or ions with the total composition C6H13NS.

Each line ends with the Mulliken charge.
Cartesian coordinates (Å):
C -3.056 1.533 0.436  -1.257
C -2.310 0.382 -0.231  -0.171
C -0.896 0.263 0.313  -0.744
S 0.054 -1.107 -0.430  -0.103
C -0.682 -2.525 0.430  -0.876
H -4.071 1.595 0.056  0.346
H -2.557 2.478 0.242  0.325
H -3.103 1.387 1.512  0.341
H -2.265 0.547 -1.309  0.285
H -2.853 -0.549 -0.058  0.255
H -0.895 0.108 1.393  0.333
H -0.321 1.161 0.086  0.376
H -0.759 -2.295 1.489  0.262
H -1.658 -2.757 0.010  0.283
H -0.005 -3.363 0.281  0.341
C 4.028 0.532 -1.148  -0.493
C 4.623 0.511 0.159  0.301
N 5.094 0.495 1.200  -0.356
H 2.997 0.182 -1.081  0.045
H 4.590 -0.128 -1.809  0.256
H 4.046 1.546 -1.542  0.251

Properties
frontier orbital gap: 9.4 eV
total charge: 0
SMILES: CCCSC.CC#N
E_LUMO: 0.75 eV

The winner here is (ii), beating the second structure by 0.2157 hartree.

(i)
Density functional theory data (ωB97M-V with the def2-TZVPD basis set) for 2 unconnected molecules or ions with the total composition C3H6NO3.

Each line ends with the Mulliken charge.
Cartesian coordinates (Å):
C -0.416 0.465 0.194  0.760
C -1.301 -0.710 0.511  -0.952
C 3.458 0.169 0.270  -0.148
N 2.448 -0.283 -0.088  0.307
O -0.089 1.240 1.132  -0.335
O 1.391 -0.585 -0.550  -0.550
O -0.409 0.875 -1.008  -0.366
H -1.515 -1.122 -0.525  0.285
H -1.063 -1.397 1.308  0.308
H -2.291 -0.326 0.700  0.384
H 4.377 0.484 0.649  0.517
H -0.850 0.286 -1.640  0.385
H 0.373 2.063 1.036  0.404

Properties
frontier orbital gap: 10.7 eV
total charge: +1
E_LUMO: -3.94 eV

(ii)
Density functional theory data (ωB97M-V with the def2-TZVPD basis set) for a gas-phase ion, C3H6NO3 (charge +1).

Each line ends with the Mulliken charge.
Cartesian coordinates (Å):
C -1.084 0.250 0.212  -1.194
C 0.191 0.657 -0.439  0.415
C 1.497 0.097 0.090  -0.539
O 2.105 0.941 1.048  -0.174
N 1.392 2.043 0.931  1.035
O 1.636 3.011 1.517  -0.398
O 0.466 2.061 -0.006  -0.217
H -1.331 -0.750 -0.155  0.371
H -1.950 0.888 0.001  0.374
H -0.886 0.105 1.313  0.296
H 0.167 0.621 -1.522  0.373
H 1.533 -0.869 0.553  0.362
H 2.220 -0.105 -0.751  0.296

Properties
frontier orbital gap: 11.1 eV
total charge: +1
SMILES: C[C@@H]1CO[N+](=O)O1
E_LUMO: -6.29 eV

The winner here is (i), beating the second structure by 0.0781 hartree.

(i)
Density functional theory data (ωB97M-V with the def2-TZVPD basis set) for a gas-phase ion, C3H6NO3 (charge +1).

Each line ends with the Mulliken charge.
Cartesian coordinates (Å):
C -2.520 -0.872 -0.151  -0.571
C -1.318 -1.129 0.224  -0.044
O -0.288 -0.109 0.127  -0.167
N 0.974 -0.658 -0.014  0.994
O 1.226 -1.811 -0.055  -0.389
O 1.919 0.235 -0.061  -0.208
C 1.720 1.637 -0.081  -0.565
H -3.243 -1.677 0.075  0.273
H -2.905 0.147 -0.342  0.287
H -0.933 -2.020 0.513  0.462
H 1.729 1.977 1.042  0.335
H 0.951 2.058 -0.764  0.304
H 2.686 2.223 -0.514  0.289

Properties
frontier orbital gap: 9.0 eV
total charge: +1
SMILES: C=CO[N+](=O)OC
E_LUMO: -6.42 eV

(ii)
Density functional theory data (ωB97M-V with the def2-TZVPD basis set) for 2 unconnected molecules or ions with the total composition C3H6NO3.

Each line ends with the Mulliken charge.
Cartesian coordinates (Å):
C -3.484 0.231 0.007  0.683
C 1.994 0.277 0.266  -0.464
C 0.712 -0.435 0.424  0.191
N 0.880 0.671 -0.606  -0.210
O -2.338 0.367 0.014  -0.404
O -4.609 0.070 -0.009  -0.278
O 0.606 -1.666 -0.085  -0.482
H 2.314 0.999 1.003  0.281
H 2.795 -0.258 -0.228  0.285
H 0.039 -0.147 1.227  0.434
H 0.428 1.571 -0.462  0.290
H 0.928 0.389 -1.585  0.300
H -0.266 -2.068 0.035  0.373

Properties
frontier orbital gap: 13.1 eV
total charge: +1
E_LUMO: -3.39 eV

The winner here is (ii), beating the second structure by 0.2739 hartree.

(i)
Density functional theory data (ωB97M-V with the def2-TZVPD basis set) for 2 unconnected molecules or ions with the total composition C6H11NO2S.

Each line ends with the Mulliken charge.
Cartesian coordinates (Å):
C -0.572 1.506 -0.733  0.169
C 1.660 -0.453 -1.173  -0.318
C 0.765 1.588 -0.373  -0.053
C -1.849 -1.733 0.462  0.071
C -2.736 -1.557 1.640  -0.757
C 2.898 1.029 0.319  -0.914
N 1.737 0.651 -0.510  0.210
O -0.805 0.773 -1.850  -0.481
O -1.465 2.025 -0.083  -0.633
S -1.184 -3.036 -0.141  -0.276
H 0.698 -0.657 -1.526  0.322
H 2.505 -1.222 -1.372  0.197
H 0.999 2.460 0.304  0.185
H -1.778 -0.925 -0.208  0.162
H -2.426 -0.681 2.233  0.272
H -2.760 -2.508 2.355  0.265
H -3.660 -1.224 1.196  0.279
H 2.944 2.101 0.572  0.317
H 2.887 0.476 1.260  0.325
H 3.823 0.674 -0.256  0.316
H -1.681 0.713 -2.115  0.342

Properties
frontier orbital gap: 7.6 eV
total charge: 0
E_LUMO: 0.15 eV

(ii)
Density functional theory data (ωB97M-V with the def2-TZVPD basis set) for a single C6H11NO2S molecule.

Each line ends with the Mulliken charge.
Cartesian coordinates (Å):
C -3.751 -1.467 0.696  -0.500
C -3.030 -1.018 -0.297  -0.222
S -2.562 0.710 -0.493  0.675
O -3.234 1.541 0.479  -0.609
N -1.055 0.970 -0.646  -0.433
C -0.035 0.066 -0.370  0.384
O -0.302 -1.036 0.078  -0.620
C 1.332 0.688 -0.443  0.611
C 1.487 1.274 0.987  -1.622
C 2.451 -0.388 -0.603  -1.401
H -3.813 -2.503 0.839  0.282
H -4.194 -0.763 1.444  0.247
H -2.398 -1.700 -0.873  0.318
H -3.096 0.974 -1.696  0.161
H 1.266 1.347 -1.288  0.389
H 1.226 0.599 1.691  0.474
H 0.813 2.011 1.190  0.497
H 2.530 1.779 1.059  0.309
H 2.341 -1.343 -0.179  0.335
H 3.380 -0.057 -0.351  0.456
H 2.545 -0.700 -1.753  0.271

Properties
frontier orbital gap: 10.0 eV
total charge: 0
SMILES: C=C[S@@H](=O)=NC(=O)C(C)C
E_LUMO: 0.40 eV

The winner here is (i), beating the second structure by 0.0119 hartree.

(i)
Density functional theory data (ωB97M-V with the def2-TZVPD basis set) for 3 unconnected molecules or ions with the total composition C3H11O3.

Each line ends with the Mulliken charge.
Cartesian coordinates (Å):
C 1.010 0.094 -0.222  -0.402
O 0.893 -1.003 0.546  -0.987
C -0.306 0.275 -1.149  -0.302
C -0.481 1.406 -2.149  -1.085
H 1.820 -0.051 -0.971  0.197
H 1.197 1.057 0.303  0.273
H -1.140 0.087 -0.466  0.292
H -0.172 -0.714 -1.609  0.203
H 0.398 1.510 -2.801  0.257
H -0.738 2.281 -1.560  0.297
H -1.187 1.140 -2.943  0.312
H 0.356 -0.328 3.476  0.275
H 1.091 -0.816 2.181  0.436
O 1.171 -0.693 3.185  -0.743
H -0.521 -1.226 1.287  0.460
H -1.958 -1.806 1.182  0.243
O -1.433 -1.212 1.709  -0.725

Properties
frontier orbital gap: 7.8 eV
total charge: -1
E_LUMO: 4.03 eV

(ii)
Density functional theory data (ωB97M-V with the def2-TZVPD basis set) for 3 unconnected molecules or ions with the total composition C3H11O3.

Each line ends with the Mulliken charge.
Cartesian coordinates (Å):
C -0.640 0.304 0.172  -0.455
O -0.448 -1.076 0.504  -0.868
C 0.454 1.146 -0.588  -0.443
C 0.483 2.636 -0.171  -1.164
H -0.787 0.804 1.288  0.132
H -1.584 0.365 -0.374  0.227
H 0.572 1.175 -1.648  0.390
H 1.435 0.728 -0.367  0.317
H 1.452 3.149 -0.425  0.294
H 0.106 2.812 0.824  0.367
H -0.223 3.092 -0.845  0.272
H -0.386 -2.877 2.548  0.236
H -0.711 -2.428 1.169  0.517
O -0.607 -3.247 1.738  -0.737
H 0.013 -2.856 -1.319  0.260
H 0.454 -1.597 -0.787  0.388
O 0.419 -2.129 -1.717  -0.732

Properties
frontier orbital gap: 7.7 eV
total charge: -1
E_LUMO: 4.01 eV

The winner here is (i), beating the second structure by 0.0309 hartree.